{"formula": "C2H3BrO2", "method": "ωB97M-V with the def2-TZVPD basis set", "e_tot_ev": -76255.3444, "orbital_gap_ev": [6.46, 6.47], "total_charge": 0, "lumo_energy_ev": [-1.97, -1.97], "relative_energy_ev": 4.933, "homo_energy_ev": [-8.429, -8.433], "species": ["C", "C", "O", "O", "Br", "H", "H", "H"], "positions_angstrom": [[-0.54040, 1.59087, -0.81059], [0.32844, -1.18050, 0.54213], [-1.42474, 1.06803, -1.34347], [0.64308, 0.06121, 0.93714], [0.29863, 3.16984, -0.69338], [0.57625, -1.88970, 1.35728], [0.87654, -1.50997, -0.36067], [-0.75780, -1.30979, 0.37156]], "mulliken_charge": [0.47, -0.50, -0.24, -0.53, 0.12, 0.26, 0.22, 0.20]}

***

{"formula": "C2H3BrO2", "method": "ωB97M-V with the def2-TZVPD basis set", "e_tot_ev": -76257.1708, "orbital_gap_ev": [11.74, 4.97], "total_charge": 0, "lumo_energy_ev": [0.14, -3.83], "relative_energy_ev": 3.107, "homo_energy_ev": [-11.597, -8.799], "species": ["C", "C", "O", "O", "Br", "H", "H", "H"], "positions_angstrom": [[-1.00553, -1.95793, -0.01199], [1.49037, 1.18250, 0.11229], [-2.10276, -2.05080, 0.24217], [0.13531, -1.73527, -0.11270], [-2.85131, 1.35561, -0.73855], [1.30713, 0.88348, 1.09287], [0.70333, 1.75682, -0.32344], [2.32346, 0.56560, -0.26065]], "mulliken_charge": [0.67, -0.89, -0.31, -0.35, 0.00, 0.29, 0.31, 0.29]}

***

{"formula": "C2H3BrO3S", "method": "ωB97M-V with the def2-TZVPD basis set", "e_tot_ev": -89140.3100, "orbital_gap_ev": 10.35, "total_charge": 0, "lumo_energy_ev": -0.02, "relative_energy_ev": 1.198, "homo_energy_ev": -10.371, "species": ["C", "C", "O", "O", "O", "S", "Br", "H", "H", "H"], "positions_angstrom": [[-0.53031, 0.59588, 0.32857], [0.58792, 0.73369, -0.56038], [-0.82587, -2.41619, 0.42775], [-0.24398, -0.19921, 1.42092], [1.16160, -0.97855, -0.43415], [0.36007, -1.71700, 0.79288], [0.08844, 1.13121, -2.29542], [-0.88231, 1.47641, 0.78818], [-1.26507, 0.03432, -0.19089], [1.54953, 1.33945, -0.27745]], "mulliken_charge": [-0.76, 0.35, -0.45, -0.38, -0.41, 0.65, -0.04, 0.34, 0.42, 0.29]}

***

{"formula": "C2H3BrO3S", "method": "ωB97M-V with the def2-TZVPD basis set", "e_tot_ev": -89140.8269, "orbital_gap_ev": 11.41, "total_charge": 0, "lumo_energy_ev": 0.55, "relative_energy_ev": 0.681, "homo_energy_ev": -10.858, "species": ["C", "C", "O", "O", "O", "S", "Br", "H", "H", "H"], "positions_angstrom": [[0.22727, 0.25197, 1.09927], [-0.00153, -0.89349, 0.05406], [-1.61961, 0.65509, -1.56966], [0.76440, 0.64478, -2.09073], [0.02692, 1.37076, 0.27992], [-0.27556, 0.53437, -1.12726], [1.40578, -1.97402, -0.32425], [-0.65293, 0.26571, 1.84243], [1.15314, 0.43646, 1.54133], [-1.02787, -1.29162, 0.29489]], "mulliken_charge": [-0.39, -0.14, -0.55, -0.52, -0.30, 1.05, -0.04, 0.20, 0.34, 0.35]}